{
  "formula": "C36H35Cl3MoN4O3S2SbSe5",
  "method": "ωB97M-V/def2-TZVPD",
  "elements": ["Mo", "Se", "Sb", "Se", "Se", "Se", "C", "C", "C", "C", "C", "C", "Se", "C", "C", "C", "H", "H", "H", "H", "H", "H", "H", "H", "H", "H", "H", "Cl", "C", "C", "C", "C", "C", "C", "N", "C", "C", "N", "C", "O", "C", "C", "C", "Cl", "S", "C", "C", "C", "Cl", "C", "H", "H", "H", "H", "H", "H", "H", "H", "H", "H", "H", "H", "H", "C", "N", "C", "C", "N", "C", "S", "H", "H", "H", "H", "H", "H", "O", "C", "O", "C", "C", "C", "C", "C", "C", "H", "H", "H", "H", "H"],
  "xyz": [[0.241162, -1.355709, 0.175987], [-4.490514, -3.107328, -1.942968], [-2.229731, -3.876907, -1.907613], [-0.354871, -1.577236, -2.146511], [-0.858730, -3.502231, 0.308986], [-1.989090, -6.073287, -2.858684], [-3.063312, -1.081417, 7.208728], [-2.261818, -1.501650, 5.998535], [-2.793006, -2.353443, 5.047688], [-2.080481, -2.767976, 3.915205], [-2.731067, -3.788885, 3.026909], [-0.794113, -2.254733, 3.731249], [0.384137, -2.716120, 2.262679], [-0.197302, -1.440285, 4.719637], [1.234609, -0.981328, 4.641404], [-0.951264, -1.079649, 5.834897], [-4.075126, -1.484680, 7.166185], [-3.129306, 0.007898, 7.275886], [-2.596390, -1.436566, 8.131268], [-3.802368, -2.734740, 5.181412], [-3.604811, -4.210290, 3.529896], [-2.049205, -4.598055, 2.794579], [-3.064604, -3.366337, 2.083774], [1.391899, -0.300560, 3.806585], [1.920304, -1.820135, 4.541027], [1.502341, -0.446875, 5.556379], [-0.490518, -0.448715, 6.591103], [-0.561407, -0.536730, -7.424081], [0.041779, 0.612961, -6.263014], [-0.607056, 0.778725, -5.054326], [-0.108991, 1.701860, -4.145592], [1.039328, 2.440064, -4.410353], [1.561140, 3.448806, -3.411758], [2.819118, 2.955053, -2.687662], [2.545292, 2.042436, -1.590934], [2.926708, 2.208098, -0.268854], [2.393611, 1.162354, 0.402154], [1.684007, 0.356220, -0.482797], [1.799820, 0.916820, -1.656015], [0.515686, 3.780362, -2.529870], [0.556388, 5.093191, -1.975854], [1.307268, 5.159740, -0.678167], [0.854349, 4.573992, 0.464544], [-0.556210, 3.633606, 0.620639], [1.882058, 4.839362, 1.799363], [2.964313, 5.752737, 0.844518], [2.541651, 5.845075, -0.446892], [1.653078, 2.248114, -5.644780], [3.081406, 3.171119, -6.082520], [1.168869, 1.348875, -6.576739], [-1.466693, 0.172156, -4.801633], [-0.617944, 1.841663, -3.199960], [1.874697, 4.339458, -3.964178], [3.355994, 3.803589, -2.270774], [3.466289, 2.468906, -3.416092], [3.537748, 3.036473, 0.055589], [2.460444, 0.928469, 1.450202], [1.375687, 0.528428, -2.569844], [-0.483155, 5.365888, -1.803556], [0.982477, 5.795404, -2.698434], [3.854359, 6.172787, 1.290733], [3.081702, 6.380727, -1.220278], [1.663273, 1.221422, -7.529247], [3.556406, -2.063648, -3.228784], [2.724730, -3.238759, -3.067680], [2.151202, -3.983014, -4.095575], [1.415788, -4.941059, -3.521736], [1.547858, -4.771082, -2.145566], [2.329950, -3.709270, -1.862249], [2.766750, -3.034870, -0.372039], [3.782322, -1.941887, -4.286969], [4.475721, -2.175823, -2.659590], [3.029071, -1.186646, -2.857856], [2.298215, -3.731745, -5.132893], [0.780060, -5.705191, -3.919035], [1.034458, -5.312119, -1.467812], [-0.561659, 1.479483, 3.136569], [-0.992682, 0.709678, 2.306808], [-0.208658, 0.137749, 1.412700], [-2.449110, 0.337938, 2.242748], [-3.003325, -0.271948, 1.124476], [-4.311445, -0.737008, 1.158008], [-5.075175, -0.562876, 2.305693], [-4.543684, 0.103639, 3.403749], [-3.227491, 0.544034, 3.375839], [-2.438698, -0.358554, 0.207822], [-4.719994, -1.234984, 0.289741], [-6.089365, -0.945888, 2.340827], [-5.151844, 0.271386, 4.286532], [-2.773313, 1.031487, 4.228513]],
  "forces_ev_per_a": [[1.0, 1.1, -0.7], [0.1, 0.1, -0.1], [-0.3, 0.3, -0.1], [-0.4, 0.1, -0.5], [-1.1, -2.0, -0.1], [0.3, 0.2, -0.1], [0.1, 0.0, -0.1], [-0.1, -0.1, 0.2], [0.0, -0.2, -0.1], [-0.1, 0.1, 0.4], [-0.2, 0.1, 0.1], [0.2, 0.5, 0.0], [1.1, -0.6, 1.6], [-0.3, -0.1, 0.1], [-0.1, 0.2, 0.2], [0.2, 0.0, -0.2], [0.0, 0.0, 0.0], [0.0, 0.0, 0.0], [0.0, 0.0, 0.0], [0.1, 0.0, 0.0], [0.1, 0.0, 0.0], [0.1, -0.1, -0.1], [0.0, 0.1, -0.1], [0.0, 0.0, -0.1], [0.0, -0.1, -0.1], [-0.1, 0.0, -0.1], [0.0, 0.0, -0.1], [0.1, 0.1, 0.1], [-0.1, -0.1, -0.1], [0.0, -0.1, 0.2], [-0.1, -0.1, 0.0], [-0.2, 0.2, -0.1], [-0.1, 0.1, 0.0], [0.2, -0.2, 0.2], [0.0, 0.1, 0.0], [0.0, 0.0, -0.4], [-0.3, -0.4, -0.1], [0.2, 0.2, 0.9], [0.2, 0.1, -0.2], [0.0, 0.1, -0.1], [0.1, -0.3, 0.1], [0.2, 0.2, -0.1], [-0.1, -0.1, 0.0], [-0.1, 0.0, 0.0], [0.0, -0.1, 0.3], [0.1, 0.1, -0.1], [-0.1, -0.1, -0.1], [0.1, 0.0, 0.0], [-0.1, -0.1, 0.1], [0.1, 0.0, -0.1], [0.0, 0.0, 0.0], [0.0, 0.0, 0.0], [0.0, 0.1, -0.1], [0.0, 0.0, 0.1], [0.1, 0.0, 0.0], [-0.1, 0.0, -0.1], [-0.1, 0.0, 0.0], [0.0, 0.0, 0.2], [-0.1, 0.0, 0.0], [0.0, 0.0, 0.0], [-0.1, 0.0, -0.1], [-0.1, 0.0, 0.1], [0.0, 0.0, 0.0], [-0.1, -0.1, -0.1], [0.1, 0.1, -0.2], [0.3, 0.4, 0.0], [-0.1, -0.2, 0.7], [-0.1, -0.1, -0.4], [0.0, 0.0, -0.3], [-0.2, 0.0, 0.2], [0.0, 0.0, 0.0], [0.0, 0.0, 0.0], [0.0, 0.0, 0.0], [0.0, 0.0, 0.1], [-0.1, -0.1, -0.1], [-0.1, 0.1, 0.2], [0.1, 0.2, 0.3], [0.0, -0.5, -0.6], [-0.5, 0.6, 0.0], [0.2, -0.1, 0.1], [-0.2, 0.0, 0.0], [0.0, 0.1, 0.1], [0.0, 0.0, 0.0], [0.1, 0.1, 0.0], [-0.1, 0.0, 0.0], [0.1, -0.2, -0.1], [0.0, 0.0, 0.0], [0.0, 0.0, 0.0], [0.0, -0.1, 0.0], [0.0, 0.0, 0.0]],
  "lowdin_charge": [0.643, -0.181, -0.067, 0.036, -0.071, -0.195, -0.053, -0.282, -0.030, -0.270, -0.092, -0.428, 0.620, -0.296, -0.091, -0.021, 0.069, 0.076, 0.075, 0.115, 0.079, 0.055, 0.039, 0.059, 0.063, 0.077, 0.117, 0.671, -0.653, -0.097, -0.032, -0.188, -0.303, -0.059, -0.031, -0.062, -0.102, -0.059, -0.199, -0.104, -0.143, -0.330, -0.974, 0.777, 1.020, -0.425, -0.160, -0.568, 0.697, -0.137, 0.106, 0.127, 0.125, 0.124, 0.111, 0.109, 0.111, 0.058, 0.127, 0.129, 0.065, 0.112, 0.102, -0.047, -0.139, -0.062, -0.108, 0.079, -0.848, 0.533, 0.089, 0.078, 0.057, 0.118, 0.058, 0.116, 0.042, -0.602, -0.325, -0.138, -0.029, -0.078, -0.083, -0.089, -0.034, 0.080, 0.029, 0.099, 0.098, 0.115],
  "multiplicity": 3,
  "lumo_energy_ev": [1.490, 1.654],
  "total_charge": -1,
  "e_homo_ev": [-3.9493, -3.9670],
  "energy_ha": -16330.34766,
  "orbital_gap_ev": [5.44, 5.62],
  "largest_force_ev_per_a": 2.23
}